a.
Formula: BH3S
Source: the Open Molecules 2025 dataset
Level of theory: wB97M-V/def2-TZVPD

As for the multiplicity: 1. The value obtained for the molar mass is 45.90 g/mol. Its total charge is 0.

Element x y z (Å)
B  -0.2458  0.6241  -0.0590
S  1.3565  0.2607  0.0613
H  -1.2346  -0.1537  -0.1022
H  -0.0906  -2.5997  -0.1772
H  1.8242  1.5436  0.5543

=====

b.
Formula: BH3S
Source: the Open Molecules 2025 dataset
Level of theory: wB97M-V/def2-TZVPD

As for the multiplicity: 1. The value obtained for the molar mass is 45.90 g/mol. Its total charge is 0.

Element x y z (Å)
B  -0.0089  -0.5738  -0.1910
S  -0.6264  0.9160  0.4274
H  0.8237  -0.6721  -1.0002
H  -0.3682  -1.7307  0.3969
H  0.1797  2.0607  0.3669

=====

Which structure is the most stable? The one labeled b.

=====

a.
Formula: C3H6ClP
Source: the Open Molecules 2025 dataset
Level of theory: wB97M-V/def2-TZVPD

As for the multiplicity: 3. The value obtained for the molar mass is 108.51 g/mol. As for the expectation value of S²: 2.007. Its total charge is 0.

Element x y z (Å)
C  -0.9365  -0.3391  -0.0267
C  1.6296  -0.0634  -0.3223
C  0.2799  0.2313  0.4826
P  -2.7403  1.1178  -0.0428
Cl  -1.2326  -1.9885  -0.0752
H  1.3864  0.3510  -1.3463
H  1.9334  -1.1188  -0.0941
H  2.5307  0.5519  -0.1984
H  0.5805  -0.0845  1.5744
H  0.1609  1.3630  0.3040
H  -3.5920  -0.0206  -0.2552

=====

b.
Formula: C3H6ClP
Source: the Open Molecules 2025 dataset
Level of theory: wB97M-V/def2-TZVPD

As for the multiplicity: 3. The value obtained for the molar mass is 108.51 g/mol. As for the expectation value of S²: 2.007. Its total charge is 0.

Element x y z (Å)
C  0.8723  -2.0258  0.3964
C  -0.2286  0.7127  0.2277
C  -0.6414  0.8726  -1.0285
P  -0.6344  -2.0872  -0.2593
Cl  1.1587  -2.0102  2.0521
H  1.8307  -2.1950  -0.2006
H  0.8252  0.8504  0.4289
H  -0.8505  0.2623  1.0811
H  -1.7493  0.8296  -1.2164
H  0.0949  0.8869  -1.7821
H  -1.2679  -1.9604  0.9070

=====

Which structure is the most stable? The one labeled a.

=====

a.
Formula: C18H18N2O4S
Source: the Open Molecules 2025 dataset
Level of theory: wB97M-V/def2-TZVPD

As for the multiplicity: 1. The value obtained for the molar mass is 358.42 g/mol. Its total charge is 0.

Element x y z (Å)
C  5.0082  -3.2806  -0.9561
H  5.9529  -3.1963  -1.4909
O  4.7384  -1.9947  -0.4564
C  3.6132  -1.8120  0.2956
C  2.6760  -2.7987  0.5833
C  1.5635  -2.4933  1.3526
C  1.3610  -1.2066  1.8429
C  2.3069  -0.2237  1.5641
C  3.4132  -0.5273  0.7987
H  4.1483  0.2287  0.5746
H  2.1856  0.7797  1.9387
O  0.2302  -1.0133  2.5786
C  -0.2842  0.2966  2.7027
C  -1.7803  0.1706  2.9452
H  -1.9802  -0.4657  3.8052
H  -2.2549  1.1434  3.0517
S  -2.5525  -0.6564  1.5184
C  -2.6149  0.7114  0.4386
N  -2.8327  1.9409  0.7998
C  -2.8032  2.6670  -0.3651
C  -2.9750  4.0293  -0.5738
C  -2.8928  4.4918  -1.8711
C  -2.6456  3.6322  -2.9416
C  -2.4754  2.2737  -2.7556
C  -2.5558  1.8018  -1.4575
N  -2.4632  0.5397  -0.9136
C  -1.9441  -0.6500  -1.5180
C  -0.5042  -0.8609  -1.0458
O  0.1721  0.0109  -0.5744
O  -0.0995  -2.1124  -1.2117
H  0.7834  -2.2454  -0.8113
H  -2.5404  -1.5243  -1.2419
H  -1.9517  -0.5419  -2.6052
H  -2.2845  1.6159  -3.5908
H  -2.5857  4.0393  -3.9399
H  -3.0218  5.5457  -2.0680
H  -3.1677  4.6899  0.2559
H  0.1848  0.8199  3.5485
H  -0.1047  0.8673  1.7832
H  0.8340  -3.2538  1.5857
H  2.7978  -3.8091  0.2246
H  5.1147  -4.0129  -0.1490
H  4.2308  -3.6165  -1.6511

=====

b.
Formula: C18H18N2O4S
Source: the Open Molecules 2025 dataset
Level of theory: wB97M-V/def2-TZVPD

As for the multiplicity: 1. The value obtained for the molar mass is 358.42 g/mol. Its total charge is 0.

Element x y z (Å)
C  0.3856  2.1423  2.6219
H  -0.4155  1.9876  1.9043
H  0.3090  3.1318  3.0603
H  1.3585  2.0082  2.1618
S  0.1844  0.9701  4.0011
C  0.0683  -0.5740  3.1270
C  -1.0466  -1.3694  3.3359
C  -1.1812  -2.5796  2.6784
C  -0.1946  -2.9882  1.8006
C  0.9334  -2.2102  1.5962
C  1.0886  -1.0056  2.2699
O  2.1824  -0.1884  2.1714
C  3.2343  -0.5405  1.3150
C  2.8625  -0.3955  -0.1264
C  1.6967  -0.0216  -0.7301
C  2.0049  -0.0845  -2.1185
N  3.2445  -0.4578  -2.2899
O  3.7857  -0.6459  -1.0678
C  1.0430  0.1670  -3.2295
O  0.9707  -0.5090  -4.2286
N  0.2394  1.2296  -2.9738
H  0.3001  1.6782  -2.0738
C  -0.9491  1.4900  -3.7527
H  -0.7215  1.2588  -4.7948
H  -1.2016  2.5472  -3.6559
C  -2.1238  0.6104  -3.2778
C  -2.2907  0.6890  -1.7989
C  -1.9632  -0.1945  -0.8118
C  -2.2975  0.4337  0.4148
C  -2.7938  1.6545  0.0822
O  -2.7911  1.8203  -1.2533
H  -3.1726  2.4629  0.6756
H  -2.1848  0.0204  1.3963
H  -1.5480  -1.1738  -0.9381
H  -3.0354  0.9396  -3.7784
H  -1.9215  -0.4258  -3.5484
H  0.7613  0.2190  -0.2689
H  3.5966  -1.5598  1.5108
H  4.0464  0.1558  1.5532
H  1.6903  -2.5584  0.9112
H  -0.2923  -3.9219  1.2680
H  -2.0554  -3.1899  2.8424
H  -1.8064  -1.0220  4.0192

=====

Which structure is the most stable? The one labeled a.

=====

a.
Formula: C3H5ClN2
Source: the Open Molecules 2025 dataset
Level of theory: wB97M-V/def2-TZVPD

As for the multiplicity: 1. The value obtained for the molar mass is 104.54 g/mol. Its total charge is 0.

Element x y z (Å)
C  -1.0135  -0.0395  0.0012
C  0.3259  0.5711  -0.0348
C  0.4990  1.8535  0.2301
H  -1.7871  -1.8513  -0.2426
H  -0.1887  -1.7927  0.1543
H  -2.8174  -0.0463  -0.0993
H  1.5081  2.2727  0.2006
H  -0.2836  2.5684  0.2803
N  -1.1097  -1.4394  0.3561
N  -2.0601  0.6294  -0.2948
Cl  1.5817  -0.5760  -0.1118

=====

b.
Formula: C3H5ClN2
Source: the Open Molecules 2025 dataset
Level of theory: wB97M-V/def2-TZVPD

As for the multiplicity: 1. The value obtained for the molar mass is 104.54 g/mol. Its total charge is 0.

Element x y z (Å)
C  0.7424  -1.0919  -0.4233
C  1.3122  0.1760  -0.5296
C  0.9859  1.4653  0.0052
H  -0.2683  -3.3651  -0.1154
H  -1.5314  -3.0612  0.9201
H  1.3642  -1.9512  -0.9598
H  2.4988  -0.0119  -0.6643
H  1.7208  2.2754  0.3271
N  -0.9898  -2.7319  -0.0553
N  -0.4357  -1.4003  -0.0512
Cl  -0.7087  1.8673  0.4073

=====

Which structure is the most stable? The one labeled a.